60
Properties=species:S:1:pos:R:3:forces:R:3 method="wB97M-V/def2-TZVPD" e_lumo_ha="-0.02706 / -0.02706" multiplicity=1 homo_ev="-5.7225 / -5.7204" gap_ha="0.183 / 0.183" relative_energy_kcal_mol=6.3 total_charge=0
Ti 0.296 -0.368 -0.493 0.1 -1.6 0.7
N 1.613 -4.196 -1.006 0.0 0.1 0.0
C 1.027 -3.100 -0.416 -0.2 -0.2 -0.1
S -0.561 -2.618 -1.047 0.2 0.1 0.1
N 1.676 -2.513 0.542 -0.4 0.4 0.2
N 0.956 -1.360 0.975 -0.5 -0.4 -0.5
C 0.127 -1.504 2.096 0.1 -0.2 -0.2
C 0.273 -2.607 3.063 0.5 0.1 -0.1
C -0.829 -3.343 3.497 -0.1 0.0 0.0
C -0.685 -4.380 4.408 0.0 0.0 0.0
C 0.572 -4.726 4.882 0.0 0.0 0.0
C 1.684 -4.021 4.436 0.0 0.0 0.0
C 1.534 -2.974 3.541 0.1 0.0 0.0
C -0.964 -0.664 2.076 -0.5 0.4 0.1
C -1.803 -0.396 3.222 0.2 -0.3 -0.2
C -2.873 0.415 3.126 -0.3 0.3 -0.2
C -3.185 1.044 1.873 0.0 -0.1 0.3
C -2.349 0.826 0.837 0.4 -0.1 -0.2
N -1.245 0.019 0.885 0.3 0.1 0.4
H 0.995 -4.800 -1.519 0.0 0.0 0.0
H 2.322 -4.649 -0.452 0.0 0.0 0.0
H -1.810 -3.114 3.097 0.0 0.0 0.0
H -1.560 -4.933 4.728 0.0 0.0 0.0
H 0.686 -5.542 5.584 0.0 0.0 0.0
H 2.673 -4.286 4.792 0.0 0.0 0.0
H 2.404 -2.431 3.194 0.0 0.0 0.0
H -1.532 -0.849 4.165 0.0 0.0 0.0
H -3.483 0.613 3.999 0.0 0.0 0.0
H -4.050 1.680 1.750 0.0 0.0 0.0
H -2.542 1.293 -0.124 0.0 0.0 0.0
O -4.265 4.745 -3.457 0.0 0.0 0.0
C -3.028 5.279 -3.833 0.0 0.0 0.1
N -1.970 5.005 -2.869 -0.1 0.1 -0.1
C -1.620 3.718 -2.654 0.4 -0.2 0.5
O -2.078 2.794 -3.301 -0.1 0.0 -0.2
C -0.616 3.433 -1.551 -0.4 0.0 -0.5
C -0.020 4.380 -0.738 0.2 0.3 0.2
C 0.860 3.987 0.261 -0.1 -0.2 -0.2
C 1.109 2.636 0.415 0.2 0.1 0.2
N 0.556 1.728 -0.380 -0.4 0.4 -0.3
C -0.279 2.107 -1.340 0.0 0.5 0.0
H -4.197 3.785 -3.531 0.0 0.0 0.0
H -3.142 6.359 -3.887 0.0 0.0 0.0
H -2.705 4.898 -4.802 0.0 0.0 0.0
H -1.791 5.693 -2.160 0.0 0.0 0.0
H -0.217 5.438 -0.864 0.0 0.0 0.0
H 1.333 4.707 0.912 0.0 0.0 0.0
H 1.760 2.258 1.195 0.0 0.0 0.0
H -0.716 1.336 -1.979 0.0 0.1 -0.1
C 2.219 -1.703 -3.669 0.0 -0.1 -0.1
C 2.518 -0.514 -2.780 -0.3 0.0 0.3
C 3.869 -0.615 -2.100 0.2 -0.1 0.0
O 1.526 -0.425 -1.774 0.6 0.3 -0.4
H 2.964 -1.776 -4.465 0.0 0.0 0.0
H 1.232 -1.616 -4.123 0.0 0.0 0.0
H 2.236 -2.623 -3.082 0.0 0.0 0.0
H 2.474 0.405 -3.377 0.0 0.0 0.0
H 3.885 -1.491 -1.449 0.0 0.0 0.0
H 4.066 0.267 -1.489 0.0 0.0 0.0
H 4.666 -0.710 -2.840 0.0 0.0 0.0


83
Properties=species:S:1:pos:R:3:forces:R:3 method="wB97M-V/def2-TZVPD" e_lumo_ha=-0.21915 multiplicity=1 homo_ev=-12.1603 gap_ha=0.228 total_charge=+1
C -0.373 -1.717 1.437 -1.8 0.3 -0.4
O 0.922 -1.952 2.126 0.8 -1.8 -2.8
B 1.536 -3.057 1.436 -2.2 -1.0 2.0
O 0.921 -4.383 1.581 1.0 2.8 -2.3
C 2.859 -2.982 0.477 3.5 2.2 -3.2
N 3.762 -4.106 0.356 -2.4 1.9 0.8
N 4.881 -4.311 -0.327 0.7 3.5 -2.3
C 5.344 -3.268 -1.177 -2.9 0.8 1.9
C 4.522 -1.935 -1.274 -1.0 -0.8 1.2
N 5.020 -0.879 -2.217 -4.5 -2.7 -2.9
C 4.131 -0.923 -3.210 -3.6 1.1 -0.8
O 3.151 -0.877 -4.004 7.6 -0.1 5.2
C 3.220 -1.694 -0.419 2.5 -5.3 0.5
P 2.172 -0.109 -0.421 0.1 1.8 0.1
S 3.107 1.488 -1.010 -0.1 -0.7 -0.1
H -1.054 -2.651 1.473 1.2 1.5 0.2
H -0.946 -0.816 1.901 1.4 -1.7 -0.5
H -0.235 -1.457 0.320 0.0 -0.4 1.7
H 0.678 -4.619 0.638 0.4 -0.4 1.4
H 3.464 -4.931 0.934 0.5 0.9 -0.8
H 6.320 -3.411 -1.794 -2.0 0.1 1.4
H 1.705 0.162 0.931 0.3 -1.1 -0.9
H 0.963 -0.379 -1.187 0.9 -0.5 0.6
C -0.648 -6.603 -3.551 0.0 -0.5 0.1
O -0.768 -5.331 -4.187 0.6 0.6 0.0
C 0.315 -4.544 -4.061 -0.4 -0.1 -0.3
O 1.336 -4.826 -3.473 -0.4 0.3 -0.1
O 0.066 -3.386 -4.702 0.1 -0.6 0.3
C 1.138 -2.447 -4.651 0.1 0.1 -0.1
H -1.577 -7.150 -3.717 0.1 0.3 -0.1
H 0.173 -7.176 -3.988 0.0 0.2 0.2
H -0.506 -6.483 -2.473 0.1 0.0 -0.2
H 2.030 -2.854 -5.133 -0.1 0.0 0.2
H 1.352 -2.162 -3.619 -0.1 -0.2 -0.1
H 0.829 -1.555 -5.198 -0.2 -0.2 0.0
C -4.185 2.371 -6.502 -0.3 0.4 0.2
O -3.313 1.455 -7.164 0.2 -0.7 0.2
C -3.177 0.272 -6.538 0.0 0.2 -0.2
O -3.716 -0.051 -5.504 0.3 0.1 -0.5
O -2.335 -0.490 -7.263 -0.3 0.4 0.2
C -2.096 -1.784 -6.712 0.1 -0.4 0.1
H -4.219 3.287 -7.094 0.2 -0.3 -0.1
H -5.197 1.963 -6.439 0.2 0.0 0.1
H -3.804 2.617 -5.508 -0.1 -0.2 -0.1
H -3.025 -2.357 -6.657 0.1 0.1 0.2
H -1.633 -1.703 -5.726 -0.3 0.0 -0.1
H -1.407 -2.309 -7.375 -0.1 0.3 -0.1
C -6.237 5.648 -1.581 -0.1 0.5 0.2
O -6.167 4.487 -2.407 0.2 -0.6 0.2
C -5.827 3.362 -1.750 -0.1 0.1 0.0
O -5.588 3.274 -0.568 -0.1 0.0 -0.7
O -5.798 2.351 -2.640 0.0 0.5 0.3
C -5.449 1.088 -2.080 0.0 -0.5 0.1
H -6.519 6.492 -2.214 0.0 -0.3 -0.1
H -7.000 5.527 -0.808 0.2 -0.1 0.0
H -5.264 5.863 -1.134 -0.2 -0.1 0.1
H -6.180 0.784 -1.327 0.2 0.1 0.0
H -4.443 1.120 -1.652 -0.2 0.1 0.1
H -5.457 0.350 -2.884 0.0 0.3 -0.1
C -0.823 3.759 5.685 -0.1 0.6 0.3
O -0.753 2.599 4.855 0.3 -0.8 0.2
C -0.410 1.473 5.506 -0.4 0.3 -0.1
O -0.167 1.379 6.687 -0.8 -0.3 -0.9
O -0.382 0.466 4.611 0.0 0.4 0.2
C -0.029 -0.801 5.165 0.1 -0.5 0.2
H -1.108 4.604 5.056 0.0 -0.3 -0.1
H -1.584 3.634 6.459 0.2 -0.1 0.0
H 0.151 3.974 6.131 -0.2 -0.1 0.0
H -0.757 -1.109 5.919 0.2 0.1 0.0
H 0.978 -0.769 5.590 -0.2 0.0 0.1
H -0.038 -1.534 4.357 -0.1 0.3 0.0
C 6.324 4.848 6.970 0.4 0.2 0.1
O 5.000 4.554 6.526 -0.4 -0.4 0.2
C 4.431 3.501 7.143 0.0 0.0 0.0
O 4.940 2.823 8.005 -0.3 0.4 -0.6
O 3.195 3.336 6.633 0.7 0.2 0.1
C 2.467 2.245 7.200 -0.3 -0.2 0.0
H 6.682 5.711 6.406 -0.3 -0.1 -0.1
H 6.326 5.105 8.032 0.0 -0.2 -0.1
H 6.992 4.006 6.774 -0.1 0.0 0.2
H 2.315 2.398 8.271 0.1 -0.1 -0.1
H 2.982 1.299 7.013 0.1 0.1 0.2
H 1.488 2.207 6.715 0.9 0.4 0.3


43
Properties=species:S:1:pos:R:3:forces:R:3 method="wB97M-V/def2-TZVPD" e_lumo_ha=0.02994 multiplicity=1 homo_ev=-8.9377 gap_ha=0.358 relative_energy_kcal_mol=26.4 total_charge=0
C -2.221 1.369 6.062 0.1 0.0 0.0
C -1.736 1.306 4.647 0.0 -0.1 -0.1
C -1.012 0.207 4.195 -0.1 0.1 0.0
C -0.545 0.156 2.893 0.1 -0.1 -0.1
C -0.802 1.213 2.042 0.2 -0.1 -0.5
C -1.518 2.315 2.467 0.0 0.2 0.0
C -1.981 2.359 3.770 0.1 -0.1 -0.1
H -2.540 3.217 4.113 -0.1 0.1 0.0
H -1.691 3.120 1.772 -0.1 0.2 0.0
S -0.263 1.130 0.345 -0.5 -0.2 0.4
O 0.858 0.228 0.247 -0.2 -0.1 0.2
O -0.084 2.453 -0.181 -0.3 0.2 0.0
N -1.643 0.482 -0.359 0.5 0.4 0.7
H -1.641 -0.521 -0.203 0.0 -0.2 0.1
C -1.739 0.728 -1.789 0.2 0.2 -0.5
H -1.890 1.801 -1.919 -0.1 -0.1 -0.2
C -0.468 0.294 -2.531 -0.3 -0.1 0.2
C -0.075 -1.116 -2.110 0.1 0.2 -0.4
O -0.890 -1.880 -1.608 -0.4 -0.1 0.1
N 1.199 -1.481 -2.336 0.1 -0.3 -0.1
C 2.222 -0.580 -2.831 0.2 0.4 0.0
H 2.454 0.174 -2.067 0.0 0.0 -0.1
C 3.483 -1.359 -3.207 -0.2 0.0 -0.2
C 3.084 -2.644 -3.927 0.2 0.0 0.1
C 2.327 -3.568 -2.963 -0.1 0.1 0.0
C 1.670 -2.756 -1.841 -0.1 -0.5 0.1
H 2.381 -2.574 -1.028 0.0 0.0 0.0
H 0.808 -3.284 -1.431 0.2 0.1 0.0
H 1.567 -4.125 -3.512 0.0 -0.1 0.0
H 3.009 -4.290 -2.513 0.0 -0.1 0.0
H 3.966 -3.149 -4.322 0.0 0.0 -0.1
H 2.444 -2.383 -4.772 0.0 0.0 -0.1
H 4.103 -0.734 -3.852 0.0 0.0 0.1
H 4.067 -1.601 -2.319 0.1 0.0 0.0
H 1.843 -0.072 -3.723 0.1 0.0 0.1
H -0.633 0.323 -3.611 0.1 0.0 0.0
H 0.327 0.992 -2.272 0.1 0.0 -0.2
H -2.610 0.184 -2.157 0.1 0.1 0.1
H 0.025 -0.682 2.525 0.1 -0.1 0.0
H -0.815 -0.615 4.868 0.0 -0.1 0.1
H -2.358 0.372 6.472 0.0 0.0 0.1
H -3.161 1.912 6.125 -0.1 0.0 0.1
H -1.490 1.891 6.680 0.0 0.0 0.1


134
Properties=species:S:1:pos:R:3:forces:R:3 method="wB97M-V/def2-TZVPD" e_lumo_ha=-0.05144 multiplicity=1 homo_ev=-9.7158 gap_ha=0.306 total_charge=0
C -0.101 0.504 -4.692 -1.0 -1.2 -0.8
C -0.881 -0.622 -5.509 0.5 -0.3 0.6
C 0.097 -1.688 -6.122 -0.6 -0.1 -0.9
C 1.003 -1.119 -7.302 0.1 0.3 1.0
C 2.563 -1.248 -6.972 -0.9 -0.2 0.0
C 3.400 -1.814 -8.182 -0.2 0.6 0.0
C 4.656 -0.967 -8.623 -0.5 0.4 -0.5
C 5.556 -1.913 -9.527 -1.0 -0.4 0.5
O 6.951 -1.551 -9.601 0.0 2.3 0.6
S 7.129 0.115 -9.659 2.4 1.1 -3.4
O 6.272 0.583 -10.771 0.6 -0.9 2.6
O 8.559 0.459 -9.861 -2.9 -1.4 1.1
C 6.650 0.674 -7.993 -0.5 -1.0 1.5
C 6.457 2.208 -7.789 0.1 0.2 -0.3
C 5.405 2.953 -8.680 -0.2 1.1 0.4
C 3.955 3.092 -8.058 -0.3 0.0 -0.5
C 2.872 2.104 -8.625 -0.7 0.8 0.0
C 2.727 2.080 -10.191 0.0 -1.3 0.4
C 5.437 -0.242 -7.453 0.5 -0.6 -0.6
P 6.236 -1.653 -6.432 0.9 0.9 -0.6
P 6.008 -1.287 -4.308 0.3 -3.3 3.9
O 6.308 -2.622 -3.625 -0.5 2.3 -2.0
O 4.466 -0.830 -3.819 2.2 0.6 -1.0
O 7.180 -0.213 -3.733 -2.4 -0.5 -1.6
H -0.872 1.182 -4.248 1.0 -0.3 -0.3
H 0.569 1.025 -5.418 -0.4 -0.1 0.9
H 0.479 -0.026 -3.887 -0.4 0.8 -0.7
H -1.581 -1.165 -4.811 0.6 0.6 -0.6
H -1.515 -0.196 -6.328 0.6 -0.2 0.7
H 0.717 -2.177 -5.323 -0.5 0.5 -0.7
H -0.543 -2.490 -6.586 0.6 0.6 0.6
H 0.734 -1.602 -8.275 0.3 0.3 0.9
H 0.739 -0.026 -7.403 0.4 -1.0 -0.1
H 2.871 -0.242 -6.598 0.1 -0.8 -0.4
H 2.679 -1.955 -6.100 -0.1 0.6 -0.8
H 2.707 -1.848 -9.070 0.8 -0.2 0.8
H 3.710 -2.862 -7.938 -0.3 0.8 -0.3
H 4.279 -0.159 -9.309 0.4 -0.7 0.7
H 5.532 -2.953 -9.094 0.3 1.0 -0.5
H 5.123 -1.942 -10.555 0.3 0.0 0.8
H 7.515 0.381 -7.329 -0.5 0.3 -1.1
H 7.471 2.692 -7.865 -1.0 -0.5 -0.2
H 6.152 2.363 -6.713 0.3 -0.4 -1.0
H 5.314 2.593 -9.732 0.3 0.0 0.9
H 5.786 4.011 -8.773 -0.3 -1.1 0.1
H 3.601 4.132 -8.316 0.3 -1.0 0.3
H 3.937 3.025 -6.934 0.3 0.1 -1.0
H 1.877 2.458 -8.222 0.9 -0.4 -0.2
H 2.999 1.066 -8.233 0.0 0.8 -0.4
H 3.662 1.654 -10.655 -0.9 0.8 0.2
H 1.922 1.326 -10.433 0.7 0.8 0.2
H 2.418 3.048 -10.649 0.5 -0.6 0.5
H 4.817 0.442 -6.827 0.2 -0.8 -0.6
H 5.489 -2.829 -6.741 -0.3 0.6 0.7
H 3.889 -1.465 -4.278 0.0 0.2 0.2
H 8.028 -0.657 -3.905 -0.2 0.0 0.2
O -1.186 3.096 -0.646 2.2 0.6 3.7
P -1.987 2.535 0.525 -6.4 -2.8 -5.5
O -2.198 0.997 -0.044 0.6 0.5 0.8
C -1.095 0.103 0.006 0.2 -0.4 0.1
C -0.991 -0.538 1.377 0.1 0.0 0.1
O -3.443 3.158 0.027 0.4 0.8 0.9
C -3.506 4.468 -0.535 -0.1 0.0 -0.4
C -3.761 4.374 -2.026 0.0 -0.1 -0.2
O -2.814 2.071 1.936 3.3 1.1 0.2
C -3.229 3.115 2.829 -0.3 0.1 0.5
C -4.743 3.149 2.883 -0.2 0.0 -0.3
H -0.168 0.623 -0.255 0.0 0.0 -0.1
H -1.265 -0.668 -0.748 -0.1 0.1 0.0
H -0.736 0.207 2.135 0.0 0.0 0.0
H -0.222 -1.315 1.386 0.0 0.0 0.0
H -1.946 -0.980 1.668 0.0 0.0 -0.1
H -2.597 5.037 -0.325 0.0 -0.1 -0.1
H -4.335 4.994 -0.053 0.0 -0.1 0.1
H -2.973 3.807 -2.525 0.1 0.1 0.1
H -3.816 5.367 -2.477 0.0 0.0 0.0
H -4.698 3.847 -2.218 0.0 0.1 0.1
H -2.828 4.084 2.518 -0.1 0.0 0.0
H -2.828 2.887 3.819 0.1 0.0 -0.1
H -5.164 3.443 1.921 0.1 0.0 0.0
H -5.087 3.856 3.640 0.1 -0.1 0.0
H -5.143 2.159 3.113 0.1 0.1 0.1
O -5.212 -2.365 8.190 0.5 -3.5 -2.4
P -5.959 -2.242 6.865 -2.7 7.7 2.2
O -5.344 -0.786 6.397 -0.1 -1.1 -0.5
C -4.001 -0.764 5.917 0.3 0.2 -0.3
C -3.954 -1.112 4.441 0.0 -0.1 -0.1
O -7.398 -1.714 7.503 0.0 -1.2 -0.6
C -7.883 -2.266 8.727 -0.1 0.3 0.4
C -7.749 -1.245 9.838 0.1 0.2 0.1
O -6.751 -2.390 5.368 2.3 -2.1 1.3
C -7.729 -3.433 5.243 -0.4 -0.2 -0.3
C -9.094 -2.811 5.028 -0.1 0.2 0.1
H -3.370 -1.445 6.497 0.0 0.1 0.1
H -3.622 0.249 6.066 -0.1 0.0 0.1
H -4.250 -2.151 4.277 0.1 0.0 0.0
H -2.946 -0.975 4.044 0.0 0.0 0.0
H -4.647 -0.488 3.874 0.1 0.0 0.0
H -7.366 -3.195 8.978 0.1 0.1 0.0
H -8.939 -2.513 8.581 0.0 0.0 -0.1
H -6.708 -0.941 9.969 0.0 -0.2 0.0
H -8.117 -1.646 10.784 0.0 0.0 0.0
H -8.313 -0.342 9.594 -0.1 -0.1 0.0
H -7.729 -4.081 6.124 0.0 0.0 0.0
H -7.458 -4.041 4.377 0.1 0.0 0.1
H -9.414 -2.254 5.909 0.1 -0.1 0.0
H -9.840 -3.579 4.816 0.1 0.0 -0.1
H -9.068 -2.102 4.198 0.0 -0.1 0.0
O -0.493 0.378 8.198 2.5 3.6 0.0
P 0.984 -0.009 8.285 -2.4 -8.8 0.0
O 1.017 -1.035 6.990 0.5 1.1 0.0
C 1.014 -0.478 5.680 0.1 0.0 -0.3
C 2.416 -0.083 5.253 0.1 0.1 0.0
O 0.764 -1.162 9.460 0.6 1.0 0.6
C -0.128 -0.956 10.555 -0.5 -0.3 0.0
C -1.368 -1.810 10.368 -0.1 0.0 -0.1
O 2.645 -0.301 8.492 -1.1 3.3 -0.6
C 3.241 0.142 9.719 0.4 0.0 0.3
C 3.721 -1.063 10.503 -0.2 -0.3 0.0
H 0.335 0.380 5.631 -0.1 0.0 0.0
H 0.627 -1.245 5.007 0.0 0.0 0.2
H 2.789 0.744 5.863 0.0 0.0 -0.1
H 2.429 0.228 4.206 0.0 0.0 0.0
H 3.108 -0.916 5.385 -0.1 0.0 0.0
H -0.392 0.098 10.669 0.0 0.0 -0.1
H 0.398 -1.258 11.466 0.1 0.0 -0.1
H -1.878 -1.555 9.437 0.0 0.1 0.1
H -2.067 -1.675 11.196 0.0 0.0 0.0
H -1.101 -2.867 10.302 0.1 0.1 0.1
H 2.537 0.736 10.309 0.0 -0.1 0.0
H 4.090 0.781 9.466 -0.1 0.1 0.0
H 2.882 -1.680 10.826 0.0 0.1 0.0
H 4.280 -0.752 11.387 0.0 0.1 -0.1
H 4.358 -1.696 9.883 0.1 0.1 0.0


13
Properties=species:S:1:pos:R:3:forces:R:3 method="wB97M-V/def2-TZVPD" e_lumo_ha=0.03256 multiplicity=1 homo_ev=-8.8993 gap_ha=0.360 relative_energy_kcal_mol=36.4 total_charge=0
C -0.220 0.853 1.617 -1.2 0.8 -0.5
C 0.209 -0.298 -0.530 -1.5 0.3 -0.5
C -1.221 -0.791 -0.348 -0.7 0.7 -1.0
H -1.198 1.322 1.274 1.1 -0.3 1.1
H 0.342 1.566 2.275 -0.7 -0.9 -0.4
H -0.468 -0.131 2.038 0.2 0.5 0.7
H 1.591 0.692 0.513 -2.3 0.3 -0.1
H -1.863 0.151 -0.216 0.7 -1.6 0.0
H -1.589 -1.277 -1.276 0.4 0.1 0.6
H -1.333 -1.483 0.506 0.0 0.5 -0.3
H 1.798 -0.065 -1.475 0.1 0.0 -0.2
N 0.522 0.676 0.394 3.9 -0.1 0.2
N 0.922 -0.585 -1.547 0.0 -0.4 0.5